Entry 1:
Computed, not measured: 3 unconnected molecules or ions with the total composition C37H34FNO9S at a distorted geometry, with ωB97M-V with the def2-TZVPD basis set.

Values from the calculation:
Orbital gap: 8.44 eV
HOMO energy: -9.54 eV
Structure (SMILES): CC(=O)OCCCN(CCCCO)S(=O)(=O)F.O=C1c2ccccc2C(=O)c2ccccc21.O=C1c2ccccc2C(=O)c2ccccc21
Calculated total energy: -2660.347910 a.u.
Charge: 0

Bonds (Å) are listed after each position.
Cartesian coordinates (Å):
1 C 5.1879 -3.5302 -0.6153  C2 1.495, H18 1.086, H19 1.088, H20 1.088
2 C 5.2593 -3.3678 -2.0993  C1 1.495, O3 1.193, O4 1.356
3 O 6.0132 -2.6378 -2.6660  C2 1.193
4 O 4.3819 -4.1665 -2.7554  C2 1.356, C5 1.431
5 C 3.7719 -3.6230 -3.9303  O4 1.431, C6 1.513, H21 1.089, H22 1.090
6 C 2.3257 -3.2743 -3.6527  C5 1.513, C7 1.525, H23 1.091, H24 1.092
7 C 2.1824 -2.1297 -2.6554  C6 1.525, N8 1.484, H25 1.091, H26 1.092
8 N 1.0838 -1.2038 -3.0263  C7 1.484, C9 1.487, S14 1.619
9 C -0.2555 -1.8270 -3.2005  N8 1.487, C10 1.527, H27 1.088, H28 1.088
10 C -1.0155 -2.3828 -1.9987  C9 1.527, C11 1.534, H29 1.095, H30 1.089
11 C -0.5823 -3.7697 -1.5054  C10 1.534, C12 1.534, H31 1.092, H32 1.093
12 C -1.7126 -4.5099 -0.7781  C11 1.534, O13 1.422, H33 1.095, H34 1.089
13 O -2.3388 -5.5066 -1.5758  C12 1.422, H35 0.963
14 S 1.1016 0.1562 -2.1478  N8 1.619, O15 1.420, O16 1.418, F17 1.571
15 O -0.0772 0.9090 -2.3944  S14 1.420
16 O 2.3648 0.7786 -2.3180  S14 1.418
17 F 1.0839 -0.2840 -0.6403  S14 1.571
18 H 6.1449 -3.2306 -0.1997  C1 1.086
19 H 4.9892 -4.5726 -0.3744  C1 1.088
20 H 4.3849 -2.9122 -0.2180  C1 1.088
21 H 4.3201 -2.7588 -4.3033  C5 1.089
22 H 3.8168 -4.3824 -4.7105  C5 1.090
23 H 1.7929 -4.1696 -3.3294  C6 1.091
24 H 1.8703 -2.9824 -4.6017  C6 1.092
25 H 3.1024 -1.5432 -2.6826  C7 1.091
26 H 2.0822 -2.4808 -1.6261  C7 1.092
27 H -0.1620 -2.6151 -3.9446  C9 1.088
28 H -0.8714 -1.0520 -3.6512  C9 1.088
29 H -2.0489 -2.4832 -2.3467  C10 1.095
30 H -1.0613 -1.6762 -1.1707  C10 1.089
31 H -0.2311 -4.3869 -2.3344  C11 1.092
32 H 0.2404 -3.6686 -0.7931  C11 1.093
33 H -2.4506 -3.7989 -0.3929  C12 1.095
34 H -1.3077 -5.0364 0.0854  C12 1.089
35 H -2.3421 -5.2062 -2.4909  O13 0.963
36 C 1.6979 3.7890 -2.0995  C37 1.391, C41 1.386, H52 1.084
37 C 2.5854 4.3376 -1.1798  C36 1.391, C38 1.385, H53 1.083
38 C 2.4107 5.6333 -0.7229  C37 1.385, C39 1.389, H54 1.081
39 C 1.3490 6.3957 -1.1921  C38 1.389, C40 1.398, C50 1.489
40 C 0.4655 5.8541 -2.1307  C39 1.398, C41 1.389, C42 1.490
41 C 0.6405 4.5491 -2.5728  C36 1.386, C40 1.389, H55 1.081
42 C -0.6597 6.6613 -2.6808  C40 1.490, O43 1.213, C44 1.493
43 O -1.4342 6.1956 -3.4895  C42 1.213
44 C -0.8019 8.0707 -2.2092  C42 1.493, C45 1.389, C49 1.396
45 C -1.8111 8.8618 -2.7433  C44 1.389, C46 1.384, H56 1.081
46 C -1.9677 10.1673 -2.3111  C45 1.384, C47 1.391, H57 1.082
47 C -1.1212 10.6871 -1.3376  C46 1.391, C48 1.384, H58 1.082
48 C -0.1115 9.9046 -0.8049  C47 1.384, C49 1.389, H59 1.081
49 C 0.0569 8.5972 -1.2431  C44 1.396, C48 1.389, C50 1.493
50 C 1.1701 7.7808 -0.6754  C39 1.489, C49 1.493, O51 1.213
51 O 1.9041 8.2364 0.1761  C50 1.213
52 H 1.8390 2.7700 -2.4409  C36 1.084
53 H 3.4169 3.7463 -0.8181  C37 1.083
54 H 3.0931 6.0651 -0.0040  C38 1.081
55 H -0.0559 4.1350 -3.2888  C41 1.081
56 H -2.4650 8.4454 -3.4967  C45 1.081
57 H -2.7517 10.7832 -2.7314  C46 1.082
58 H -1.2492 11.7061 -0.9972  C47 1.082
59 H 0.5553 10.2981 -0.0505  C48 1.081
60 C -4.1309 -5.0211 7.6292  C61 1.391, C65 1.384, H76 1.082
61 C -4.0509 -5.9900 6.6348  C60 1.391, C62 1.384, H77 1.082
62 C -3.4406 -5.6982 5.4272  C61 1.384, C63 1.389, H78 1.081
63 C -2.9153 -4.4316 5.2052  C62 1.389, C64 1.397, C74 1.490
64 C -3.0119 -3.4528 6.1971  C63 1.397, C65 1.389, C66 1.492
65 C -3.6135 -3.7557 7.4116  C60 1.384, C64 1.389, H79 1.081
66 C -2.4917 -2.0724 5.9725  C64 1.492, O67 1.212, C68 1.492
67 O -2.5678 -1.2252 6.8354  C66 1.212
68 C -1.8791 -1.7678 4.6465  C66 1.492, C69 1.390, C73 1.395
69 C -1.4290 -0.4787 4.3876  C68 1.390, C70 1.385, H80 1.081
70 C -0.8468 -0.1811 3.1671  C69 1.385, C71 1.391, H81 1.082
71 C -0.7063 -1.1728 2.2016  C70 1.391, C72 1.382, H82 1.082
72 C -1.1551 -2.4556 2.4549  C71 1.382, C73 1.388, H83 1.078
73 C -1.7489 -2.7579 3.6724  C68 1.395, C72 1.388, C74 1.491
74 C -2.2475 -4.1432 3.9047  C63 1.490, C73 1.491, O75 1.213
75 O -2.1150 -5.0033 3.0596  C74 1.213
76 H -4.6019 -5.2543 8.5748  C60 1.082
77 H -4.4648 -6.9749 6.8045  C61 1.082
78 H -3.3677 -6.4445 4.6485  C62 1.081
79 H -3.6738 -2.9934 8.1757  C65 1.081
80 H -1.5415 0.2823 5.1470  C69 1.081
81 H -0.5010 0.8239 2.9651  C70 1.082
82 H -0.2464 -0.9433 1.2500  C71 1.082
83 H -1.0516 -3.2340 1.7158  C72 1.078

Need the Löwdin charges? In units of e they are:
1 C 0.0282
2 C -0.5523
3 O 0.1270
4 O -0.0057
5 C -0.1678
6 C -0.1439
7 C -0.1787
8 N -0.1979
9 C -0.1781
10 C -0.1714
11 C -0.1756
12 C -0.2670
13 O -0.0592
14 S 0.5897
15 O -0.2193
16 O -0.2435
17 F -0.1381
18 H 0.0909
19 H 0.0907
20 H 0.0875
21 H 0.1286
22 H 0.1303
23 H 0.1109
24 H 0.1258
25 H 0.1203
26 H 0.1149
27 H 0.1173
28 H 0.1166
29 H 0.1248
30 H 0.1030
31 H 0.1066
32 H 0.1063
33 H 0.1160
34 H 0.1080
35 H 0.0787
36 C -0.0482
37 C -0.0442
38 C -0.0029
39 C -0.0864
40 C -0.0820
41 C 0.0100
42 C -0.2774
43 O 0.1055
44 C -0.0825
45 C -0.0044
46 C -0.0595
47 C -0.0594
48 C -0.0042
49 C -0.0827
50 C -0.2786
51 O 0.1034
52 H 0.0620
53 H 0.1102
54 H 0.1190
55 H 0.1215
56 H 0.1194
57 H 0.1061
58 H 0.1062
59 H 0.1194
60 C -0.0555
61 C -0.0558
62 C -0.0015
63 C -0.0826
64 C -0.0816
65 C -0.0017
66 C -0.2758
67 O 0.1101
68 C -0.0798
69 C 0.0027
70 C -0.0455
71 C -0.0487
72 C 0.0014
73 C -0.0786
74 C -0.2738
75 O 0.1045
76 H 0.1077
77 H 0.1076
78 H 0.1207
79 H 0.1207
80 H 0.1217
81 H 0.1110
82 H 0.0821
83 H 0.0970


Entry 2:
Computed, not measured: 2 unconnected molecules or ions with the total composition C2Br2F2N2 at a distorted geometry, with ωB97M-V with the def2-TZVPD basis set.

Values from the calculation:
Orbital gap (alpha / beta): 8.12 / 7.96 eV
HOMO energy (alpha / beta): -9.55 / -9.73 eV
Expectation value of S²: 2.061
Calculated total energy: -5533.186179 a.u.
2S+1: 3
Charge: 0

Bonds (Å) are listed after each position.
Cartesian coordinates (Å):
1 C 0.1981 -0.4556 0.8900  C2 1.438, F5 1.267
2 C -0.5684 0.3908 0.0155  C1 1.438, N4 1.276, F6 1.388
3 N 2.8021 -0.3257 -0.5340  Br7 1.690
4 N -1.8288 0.1948 -0.0210  C2 1.276, Br8 1.872
5 F -0.0463 -1.6957 0.9831  C1 1.267
6 F 0.0293 1.5865 -0.3584  C2 1.388
7 Br 3.4084 1.2220 -0.2286  N3 1.690
8 Br -3.0306 1.5872 -0.3717  N4 1.872

Need the natural (NBO) charges? In units of e they are:
1 C 0.4087
2 C 0.3832
3 N -0.3737
4 N -0.4550
5 F -0.2552
6 F -0.3180
7 Br 0.3780
8 Br 0.2319